<w>
This record from OMol25 describes the molecule C3H5N3O. The level of theory is ωB97M-V/def2-TZVPD.

Atoms and positions in Å:
1 N 2.077 0.163 -0.065
2 C 1.160 0.901 0.444
3 C -0.075 1.290 -0.088
4 N -1.204 0.644 -0.022
5 C -1.371 -0.862 0.166
6 O -2.522 -1.163 0.467
7 N -0.240 -1.459 -0.083
8 H 1.840 -0.481 -0.821
9 H 2.909 -0.049 0.474
10 H -0.099 2.333 -0.411
11 H -2.081 1.138 -0.137
12 H -0.395 -2.453 0.076

Output
2S+1: 1
E_LUMO, eV: -0.19
Gap between HOMO and LUMO, eV: 8.19
Charge: 0

***

<x>
This record from OMol25 describes the molecule C3H5N3O. The level of theory is ωB97M-V/def2-TZVPD.

Atoms and positions in Å:
1 N 1.190 0.396 -1.644
2 N 0.323 -0.318 -0.791
3 C 0.737 -0.499 0.824
4 C -0.300 -0.199 1.580
5 C -1.392 0.249 0.692
6 O -2.532 0.595 0.964
7 N -1.014 0.036 -0.610
8 H 1.776 -0.227 -2.168
9 H 1.708 1.149 -1.200
10 H 1.722 -0.977 0.968
11 H -0.390 -0.317 2.598
12 H -1.828 0.113 -1.214

Output
2S+1: 1
E_LUMO, eV: 0.65
Gap between HOMO and LUMO, eV: 9.24
Charge: 0
SMILES: Nn1ccc(=O)[nH]1

***

The computed energies, referenced to the most stable structure and given in kcal/mol, are <w> 0.0; <x> 11.5.

***

<w>
This record from OMol25 describes the molecule C3H5N3O. The level of theory is ωB97M-V/def2-TZVPD.

Atoms and positions in Å:
1 N -1.455 -1.208 -1.038
2 C -0.426 -0.445 -0.456
3 C 0.861 -0.174 -0.801
4 N 1.458 0.621 0.139
5 C 0.541 0.831 1.039
6 O 0.858 1.599 2.090
7 N -0.633 0.223 0.763
8 H -1.794 -0.775 -1.891
9 H -1.121 -2.137 -1.267
10 H 1.425 -0.492 -1.664
11 H 1.778 1.762 1.792
12 H -1.492 0.195 1.293

Output
2S+1: 1
E_LUMO, eV: 0.86
Gap between HOMO and LUMO, eV: 9.03
Charge: 0
SMILES: Nc1cnc(O)[nH]1

***

<x>
This record from OMol25 describes the molecule C3H5N3O. The level of theory is ωB97M-V/def2-TZVPD.

Atoms and positions in Å:
1 N -0.038 -0.696 1.893
2 C -0.176 0.125 0.807
3 C -0.473 -0.867 -1.969
4 N 0.473 -0.005 -1.632
5 C 0.869 0.268 -0.288
6 O 1.892 0.868 -0.079
7 N -0.989 1.093 0.627
8 H -0.596 -0.463 2.700
9 H 0.613 -1.457 2.026
10 H -0.537 -0.815 -3.080
11 H 0.992 0.612 -2.263
12 H -1.534 1.377 1.439

Output
2S+1: 1
E_LUMO, eV: 0.39
Gap between HOMO and LUMO, eV: 9.35
Charge: 0

***

The computed energies, referenced to the most stable structure and given in kcal/mol, are <w> 0.0; <x> 62.7.

***

<w>
This record from OMol25 describes a structure of composition C3H5N3O. The level of theory is ωB97M-V/def2-TZVPD.

Atoms and positions in Å:
1 C 0.554 1.019 -0.291
2 C -0.435 -0.031 0.228
3 C -1.346 -1.612 1.006
4 H 2.510 0.421 -0.483
5 H 1.530 0.601 -2.109
6 H 1.110 1.385 0.758
7 H 0.053 1.873 -0.821
8 H -1.747 -2.462 1.674
9 N 1.696 0.892 -1.151
10 N -0.080 -1.041 1.171
11 N -1.626 0.080 -0.254
12 O -2.220 -1.124 0.271

Output
2S+1: 1
E_LUMO, eV: 0.91
Gap between HOMO and LUMO, eV: 10.36
Charge: 0

***

<x>
This record from OMol25 describes the molecule C3H5N3O. The level of theory is ωB97M-V/def2-TZVPD.

Atoms and positions in Å:
1 N 0.453 0.269 2.132
2 C 0.141 -0.133 0.873
3 N -0.738 -1.077 0.596
4 C -0.706 -1.359 -0.759
5 O -1.224 0.342 -1.616
6 C 0.130 -0.232 -1.338
7 N 0.758 0.393 -0.223
8 H -0.201 -0.052 2.832
9 H 0.779 1.214 2.271
10 H -1.642 -0.212 -2.303
11 H 0.752 -0.232 -2.236
12 H 1.499 1.079 -0.229

Output
2S+1: 1
E_LUMO, eV: 0.55
Gap between HOMO and LUMO, eV: 8.36
Charge: 0

***

The computed energies, referenced to the most stable structure and given in kcal/mol, are <w> 8.2; <x> 0.0.

***

<w>
This record from OMol25 describes a structure of composition C3H5N3O. The level of theory is ωB97M-V/def2-TZVPD.

Atoms and positions in Å:
1 N 0.467 0.989 -1.904
2 C 0.099 0.581 -0.659
3 N -0.950 1.027 -0.012
4 C -0.941 0.526 1.293
5 O -1.112 -1.368 1.052
6 C 0.141 -0.530 1.254
7 N 0.856 -0.318 0.049
8 H -0.260 1.489 -2.397
9 H 0.984 0.340 -2.479
10 H -1.604 -1.387 1.895
11 H 0.749 -0.937 2.065
12 H 1.698 -0.779 -0.264

Output
2S+1: 1
E_LUMO, eV: 0.56
Gap between HOMO and LUMO, eV: 8.38
Charge: 0

***

<x>
This record from OMol25 describes the molecule C3H5N3O. The level of theory is ωB97M-V/def2-TZVPD.

Atoms and positions in Å:
1 H 1.744 2.235 -0.009
2 N 0.885 1.735 0.033
3 C 0.777 0.518 -0.155
4 C 1.719 -0.566 -0.106
5 N 1.241 -1.833 0.014
6 O -0.138 -1.715 -0.023
7 N -0.489 -0.310 -0.174
8 C -1.761 0.060 0.034
9 H 2.802 -0.338 0.282
10 H -2.046 1.029 -0.166
11 H -2.521 -0.499 -0.712
12 H -2.213 -0.315 0.981

Output
2S+1: 1
E_LUMO, eV: 0.14
Gap between HOMO and LUMO, eV: 8.92
Charge: 0
SMILES: [H]/N=c1\cnon1C

***

The computed energies, referenced to the most stable structure and given in kcal/mol, are <w> 0.0; <x> 39.4.

***

<w>
This record from OMol25 describes the molecule C3H5N3O. The level of theory is ωB97M-V/def2-TZVPD.

Atoms and positions in Å:
1 N -1.953 -0.750 0.915
2 C -0.673 -0.293 0.657
3 N 0.454 -0.924 0.680
4 C 1.270 -0.187 -0.164
5 O 2.355 -0.708 -0.785
6 C 0.709 0.966 -0.573
7 N -0.587 1.013 -0.127
8 H -2.211 -1.642 0.480
9 H -2.475 -0.002 0.490
10 H 2.930 -1.148 -0.154
11 H 1.178 1.713 -1.178
12 H -0.997 1.962 -0.242

Output
2S+1: 1
E_LUMO, eV: 0.84
Gap between HOMO and LUMO, eV: 8.38
Charge: 0
SMILES: Nc1nc(O)c[nH]1

***

<x>
This record from OMol25 describes the molecule C3H5N3O. The level of theory is ωB97M-V/def2-TZVPD.

Atoms and positions in Å:
1 C -2.181 0.148 0.092
2 N -1.078 -0.736 -0.072
3 C 0.127 -0.320 0.053
4 N 0.728 1.026 -0.036
5 C 1.952 0.821 0.012
6 O 2.425 -0.481 0.122
7 N 1.202 -1.228 0.077
8 H -1.748 1.191 -0.005
9 H -2.810 0.132 -0.766
10 H -2.663 0.045 1.130
11 H 2.848 1.429 -0.100
12 H 1.198 -2.026 -0.506

Output
2S+1: 1
E_LUMO, eV: 0.84
Gap between HOMO and LUMO, eV: 9.70
Charge: 0
SMILES: C/N=c1\nco[nH]1

***

The computed energies, referenced to the most stable structure and given in kcal/mol, are <w> 0.0; <x> 36.4.

***

<w>
This record from OMol25 describes a cluster of 2 separate species, C3H5N3O in total. The level of theory is ωB97M-V/def2-TZVPD.

Atoms and positions in Å:
1 N -0.114 1.215 -1.806
2 C -0.669 1.781 -0.723
3 N -1.099 2.263 0.244
4 C 0.373 -0.209 1.622
5 O -0.914 -0.233 1.810
6 C 0.794 -1.350 0.786
7 N 0.826 -1.274 -0.490
8 H -0.705 1.225 -2.628
9 H 0.287 0.293 -1.580
10 H -1.167 0.586 2.271
11 H 1.217 -2.190 1.356
12 H 1.271 -2.098 -0.892

Output
2S+1: 1
E_LUMO, eV: 0.34
Gap between HOMO and LUMO, eV: 9.38
Charge: 0

***

<x>
This record from OMol25 describes the molecule C3H5N3O. The level of theory is ωB97M-V/def2-TZVPD.

Atoms and positions in Å:
1 N 2.078 0.619 -0.104
2 C 0.745 0.280 0.037
3 C 0.245 -1.074 -0.155
4 N -1.039 -1.043 -0.035
5 C -1.489 0.621 0.143
6 O -2.553 0.958 0.740
7 N -0.184 1.151 0.255
8 H 2.741 -0.074 0.216
9 H 2.266 1.541 0.274
10 H 0.822 -1.945 -0.457
11 H -1.631 -1.859 -0.111
12 H -2.001 0.825 -0.805

Output
2S+1: 1
E_LUMO (spin up / spin down), eV: -0.72 / -0.72
Gap between HOMO and LUMO (spin up / spin down), eV: 6.84 / 6.84
Charge: 0

***

The computed energies, referenced to the most stable structure and given in kcal/mol, are <w> 13.0; <x> 0.0.

***

<w>
This record from OMol25 describes the molecule C3H5N3O. The level of theory is ωB97M-V/def2-TZVPD.

Atoms and positions in Å:
1 N -2.017 -0.473 0.550
2 C -0.648 -0.292 0.248
3 N 0.437 -1.032 0.127
4 C 1.376 -0.123 -0.284
5 O 2.656 -0.502 -0.526
6 C 0.867 1.153 -0.415
7 N -0.467 0.994 -0.044
8 H -2.246 -0.691 1.506
9 H -2.544 -1.007 -0.122
10 H 2.691 -1.459 -0.379
11 H 1.342 2.073 -0.714
12 H -1.440 1.336 0.060

Output
2S+1: 1
E_LUMO, eV: 0.88
Gap between HOMO and LUMO, eV: 9.00
Charge: 0
SMILES: Nc1nc(O)c[nH]1

***

<x>
This record from OMol25 describes the molecule C3H5N3O. The level of theory is ωB97M-V/def2-TZVPD.

Atoms and positions in Å:
1 C -0.976 1.518 0.062
2 N 0.286 0.714 0.010
3 C 0.230 -0.530 0.038
4 C -0.975 -1.316 0.073
5 N -1.916 -1.972 0.005
6 N 1.433 -1.181 0.163
7 O 2.539 -0.454 0.020
8 H -1.098 2.110 -0.848
9 H -1.810 0.803 -0.080
10 H -1.135 1.937 1.061
11 H 1.359 -2.048 -0.332
12 H 2.063 0.420 -0.173

Output
2S+1: 1
E_LUMO, eV: 0.50
Gap between HOMO and LUMO, eV: 9.84
Charge: 0
SMILES: C/N=C(\C#N)NO

***

The computed energies, referenced to the most stable structure and given in kcal/mol, are <w> 0.0; <x> 56.6.

***

<w>
This record from OMol25 describes the molecule C4H5NS2. The level of theory is ωB97M-V/def2-TZVPD.

Atoms and positions in Å:
1 C 1.647 -0.702 -0.390
2 C 0.772 -0.278 0.424
3 C -0.622 0.882 -0.002
4 C 0.261 1.724 -0.784
5 N 1.061 2.320 -1.347
6 S -1.996 0.043 -0.788
7 S -1.918 -1.540 0.550
8 H 2.492 -1.256 0.097
9 H 1.675 -0.364 -1.452
10 H 0.634 -0.457 1.479
11 H -0.877 1.292 1.066
12 H -3.129 -1.664 1.148

Output
2S+1: 1
E_LUMO, eV: -0.02
Gap between HOMO and LUMO, eV: 9.18
Charge: 0
SMILES: C=C[C@@H](C#N)SS

***

<x>
This record from OMol25 describes a cluster of 2 separate species, C4H5NS2 in total. The level of theory is ωB97M-V/def2-TZVPD.

Atoms and positions in Å:
1 C -1.104 -0.074 -0.567
2 C 1.813 -0.183 0.110
3 C -1.035 -0.684 0.766
4 C -0.224 0.512 0.395
5 N -1.625 -0.134 -1.698
6 S 2.028 -1.751 0.265
7 S 2.777 1.167 -0.196
8 H -1.850 -0.593 1.471
9 H -0.499 -1.630 0.849
10 H -0.123 1.480 0.838
11 H -1.302 0.559 -2.372
12 H 3.965 0.549 -0.314

Output
2S+1: 1
E_LUMO, eV: -0.24
Gap between HOMO and LUMO, eV: 8.32
Charge: 0

***

The computed energies, referenced to the most stable structure and given in kcal/mol, are <w> 0.0; <x> 30.6.

***

<w>
This record from OMol25 describes the molecule C4H5NS2. The level of theory is ωB97M-V/def2-TZVPD.

Atoms and positions in Å:
1 C 1.017 1.463 -0.006
2 C 0.266 0.405 -0.118
3 C -1.320 0.462 0.128
4 S -1.954 -1.297 -0.011
5 N -0.339 -1.792 -0.064
6 C 0.721 -0.932 -0.090
7 S 2.346 -1.406 0.065
8 H 2.157 1.514 -0.330
9 H 0.568 2.478 0.064
10 H -1.805 1.147 -0.651
11 H -1.651 0.758 1.079
12 H -0.007 -2.801 -0.067

Output
2S+1: 1
E_LUMO, eV: -0.30
Gap between HOMO and LUMO, eV: 7.81
Charge: 0
SMILES: C=C1CSNC1=S

***

<x>
This record from OMol25 describes the molecule C4H5NS2. The level of theory is ωB97M-V/def2-TZVPD.

Atoms and positions in Å:
1 S 3.063 -0.973 -1.193
2 C 1.600 -0.626 -0.548
3 N 0.915 0.574 -0.612
4 C -0.467 0.289 -0.384
5 C -1.606 0.503 0.598
6 C -0.411 -0.429 0.940
7 S 0.612 -1.808 0.457
8 H 1.280 1.220 -1.329
9 H -0.864 -0.360 -1.153
10 H -2.553 0.162 0.197
11 H -1.718 1.301 1.354
12 H 0.149 0.149 1.673

Output
2S+1: 1
E_LUMO, eV: 0.51
Gap between HOMO and LUMO, eV: 9.06
Charge: 0
SMILES: S=C1N[C@@H]2C[C@H]2S1

***

The computed energies, referenced to the most stable structure and given in kcal/mol, are <w> 0.0; <x> 27.9.